Entry 1:
Entry from the OMol25 dataset: a 5-piece molecular cluster, C10H30O5 overall (ωB97M-V with the def2-TZVPD basis set).

Geometry as XYZ:
```
45
Properties=species:S:1:pos:R:3:nbo_charge:R:1
C 2.485 4.633 -10.919 -0.63
C 1.427 3.914 -10.110 -0.06
O 0.942 2.829 -10.823 -0.71
H 2.803 5.495 -10.334 0.21
H 2.158 5.010 -11.888 0.21
H 3.397 4.119 -11.223 0.22
H 0.636 4.544 -9.703 0.15
H 1.907 3.587 -9.187 0.15
H 0.494 2.251 -10.201 0.47
C 0.010 1.470 -1.933 -0.63
C -0.782 1.450 -0.575 -0.06
O -0.206 0.363 0.221 -0.73
H 0.086 0.580 -2.558 0.22
H 1.001 1.820 -1.643 0.21
H -0.474 2.190 -2.592 0.21
H -1.814 1.133 -0.725 0.16
H -0.833 2.369 0.009 0.17
H -0.688 0.368 1.051 0.46
C -2.574 3.032 6.668 -0.65
C -3.558 1.894 6.481 -0.07
O -3.010 0.698 5.799 -0.73
H -2.062 2.818 7.606 0.21
H -2.951 4.053 6.737 0.22
H -1.824 3.097 5.880 0.23
H -4.391 2.367 5.963 0.16
H -3.992 1.465 7.384 0.16
H -3.292 -0.040 6.345 0.47
C -1.333 -6.498 -4.009 -0.67
C -1.203 -7.353 -5.314 -0.06
O -0.448 -6.610 -6.214 -0.70
H -1.817 -5.536 -4.178 0.21
H -0.448 -6.100 -3.512 0.21
H -1.880 -6.866 -3.141 0.22
H -2.146 -7.549 -5.826 0.18
H -0.877 -8.375 -5.120 0.16
H 0.324 -6.287 -5.744 0.46
C 2.945 -0.610 10.692 -0.64
C 2.572 -1.010 9.258 -0.07
O 3.024 0.023 8.379 -0.73
H 3.170 -1.443 11.357 0.21
H 2.248 0.051 11.208 0.21
H 3.923 -0.130 10.721 0.22
H 1.502 -1.212 9.303 0.16
H 2.928 -1.977 8.900 0.16
H 2.623 -0.027 7.509 0.47
```

Output
ΔE to the lowest compared entry with this formula, charge and spin = 57.63 kcal per mole
HOMO level = -0.374 hartree
Molar mass = 230.3 g mol⁻¹
Energy = -21090.69336 eV
Orbital gap = 10.7 eV
SMILES = CCO.CCO.CCO.CCO.CCO



Entry 2:
Entry from the OMol25 dataset: a 10-piece molecular cluster, C9H36N17O12 overall (ωB97M-V with the def2-TZVPD basis set).

Geometry as XYZ:
```
74
Properties=species:S:1:pos:R:3:lowdin_charge:R:1
N 0.216 0.951 0.603 -0.72
O -0.775 0.620 1.216 -0.07
O 1.295 0.486 0.863 -0.07
O 0.139 1.904 -0.209 -0.13
C -4.210 -0.410 -3.354 -0.22
O -5.461 -0.853 -3.059 -0.10
H -4.108 0.669 -3.244 0.08
H -3.478 -0.882 -2.699 0.07
H -3.832 -0.765 -4.312 0.08
H -5.667 -1.657 -3.541 0.08
C 4.477 -0.104 -4.127 -0.81
O 5.029 -0.249 -5.225 0.00
N 5.114 -0.153 -2.999 0.16
N 3.300 0.390 -4.023 0.17
H 4.614 0.037 -2.143 0.12
H 5.965 -0.684 -3.117 0.12
H 2.813 0.503 -3.146 0.12
H 2.849 0.600 -4.902 0.12
C -1.158 5.447 -5.412 -0.79
O -0.978 5.811 -6.567 0.02
N -1.719 6.111 -4.450 0.16
N -0.823 4.249 -5.007 0.15
H -2.112 6.995 -4.740 0.12
H -1.853 5.798 -3.499 0.11
H -0.189 3.744 -5.610 0.12
H -0.835 4.070 -4.013 0.11
C 4.926 -5.576 1.938 -0.80
O 4.570 -5.642 0.783 0.03
N 4.365 -4.808 2.860 0.16
N 5.779 -6.391 2.460 0.16
H 3.767 -4.083 2.490 0.12
H 4.686 -4.918 3.812 0.10
H 6.407 -6.876 1.835 0.12
H 6.082 -6.146 3.391 0.11
C -4.619 4.874 0.870 -0.81
O -5.610 5.548 0.829 0.04
N -4.562 3.611 1.177 0.17
N -3.415 5.374 0.675 0.15
H -3.737 3.031 1.129 0.12
H -5.469 3.167 1.136 0.12
H -2.592 4.790 0.631 0.10
H -3.225 6.366 0.671 0.11
C -0.441 -5.262 -2.333 -0.75
O -1.603 -5.124 -2.729 0.00
N 0.446 -4.380 -1.962 0.16
N 0.136 -6.456 -2.220 0.13
H 1.295 -4.755 -1.565 0.11
H 0.323 -3.397 -2.159 0.13
H 1.081 -6.580 -1.885 0.10
H -0.457 -7.269 -2.310 0.11
C -0.064 1.224 6.780 -0.74
O 0.196 1.482 7.967 -0.01
N -0.945 1.811 6.023 0.16
N 0.653 0.362 6.037 0.14
H -1.534 2.532 6.415 0.12
H -1.034 1.536 5.055 0.11
H 0.346 0.118 5.106 0.10
H 1.370 -0.169 6.510 0.11
C -4.591 -4.634 2.179 -0.77
O -4.722 -4.407 3.360 0.02
N -4.508 -5.819 1.645 0.16
N -4.326 -3.605 1.347 0.15
H -4.950 -6.633 2.047 0.12
H -4.233 -5.820 0.673 0.10
H -4.034 -2.804 1.889 0.12
H -3.987 -3.889 0.439 0.10
C 3.948 5.020 2.002 -0.82
O 4.586 5.867 2.543 0.05
N 3.166 5.176 0.948 0.16
N 3.992 3.784 2.360 0.15
H 3.142 6.075 0.488 0.11
H 2.620 4.468 0.477 0.11
H 3.270 3.102 2.175 0.11
H 4.889 3.499 2.727 0.12
```

Output
ΔE to the lowest compared entry with this formula, charge and spin = 133.10 kcal per mole
HOMO level = -0.215 hartree
Total charge = -1
Molar mass = 574.5 g mol⁻¹
Energy = -59821.57761 eV
Orbital gap = 7.5 eV



Entry 3:
Entry from the OMol25 dataset: C26H20N9RhSe as an isolated structure (ωB97M-V with the def2-TZVPD basis set).

Geometry as XYZ:
```
57
Properties=species:S:1:pos:R:3:nbo_charge:R:1
Rh 0.555 -0.230 0.367 0.73
C 3.027 -0.048 -3.161 -0.26
C 2.271 -0.544 -2.102 0.07
N 1.694 0.247 -1.219 -0.38
C 1.829 1.598 -1.321 0.22
C 2.589 2.177 -2.366 -0.09
C 3.189 1.307 -3.297 -0.12
C 2.719 3.577 -2.426 -0.25
C 2.105 4.348 -1.473 -0.16
C 1.344 3.791 -0.443 -0.28
C 1.176 2.410 -0.328 0.18
N 0.471 1.706 0.604 -0.50
C -0.272 2.103 1.679 0.18
C -0.520 3.396 2.144 -0.28
C -1.313 3.622 3.272 -0.17
C -1.891 2.596 3.975 -0.24
C -1.678 1.270 3.557 -0.09
C -2.224 0.154 4.222 -0.13
C -1.958 -1.108 3.759 -0.25
C -1.151 -1.269 2.635 0.06
N -0.631 -0.244 1.990 -0.37
C -0.871 1.025 2.419 0.22
H 3.482 -0.737 -3.859 0.22
H 2.137 -1.607 -1.954 0.21
H 3.780 1.716 -4.107 0.22
H 3.307 4.026 -3.215 0.21
H 2.218 5.424 -1.513 0.21
H 0.908 4.464 0.271 0.21
H -0.092 4.252 1.659 0.21
H -1.466 4.641 3.605 0.21
H -2.499 2.791 4.849 0.21
H -2.842 0.305 5.097 0.22
H -2.359 -1.980 4.257 0.22
H -0.908 -2.250 2.249 0.21
N 2.331 -3.151 0.933 -0.78
C 1.212 -3.370 0.259 0.61
N 0.930 -4.635 -0.080 -0.58
C -0.159 -4.799 -0.823 0.59
N -0.448 -6.061 -1.199 -0.77
N -0.966 -3.819 -1.238 -0.57
C -0.638 -2.602 -0.844 0.45
N 0.432 -2.310 -0.069 -0.56
C -1.474 -1.498 -1.275 0.13
C -2.576 -1.689 -2.113 -0.19
C -3.333 -0.612 -2.501 -0.17
C -2.979 0.654 -2.036 -0.22
C -1.877 0.771 -1.216 0.06
N -1.132 -0.268 -0.843 -0.42
H 2.843 -3.958 1.240 0.40
H 2.541 -2.203 1.321 0.42
H 0.098 -6.800 -0.797 0.41
H -1.326 -6.257 -1.642 0.40
H -2.792 -2.699 -2.432 0.25
H -4.186 -0.732 -3.154 0.23
H -3.549 1.530 -2.310 0.23
H -1.575 1.741 -0.841 0.23
Se 2.497 -0.162 1.836 -0.85
```

Output
ΔE to the lowest compared entry with this formula, charge and spin = 4.07 kcal per mole
HOMO level = -0.200 hartree
Molar mass = 640.4 g mol⁻¹
Energy = -109055.96191 eV
Orbital gap = 4.7 eV



Entry 4:
Entry from the OMol25 dataset: an isolated ion of composition C3H3N2O and charge +1 (ωB97M-V with the def2-TZVPD basis set).

Geometry as XYZ:
```
9
Properties=species:S:1:pos:R:3:nbo_charge:R:1
C -2.533 -0.209 -0.053 0.96
C -0.293 1.134 0.026 0.41
C 1.578 -0.489 0.097 0.14
N -1.383 0.315 -0.066 -0.62
N 0.902 0.569 -0.199 -0.52
O -3.519 -0.751 0.090 -0.33
H 2.722 -0.521 0.077 0.27
H 1.061 -1.370 0.548 0.24
H 1.465 1.322 -0.521 0.45
```

Output
ΔE to the lowest compared entry with this formula, charge and spin = 78.79 kcal per mole
HOMO level (spin up / spin down) = -0.524 / -0.525 hartree
Total charge = +1
Molar mass = 83.1 g mol⁻¹
Energy = -8175.49295 eV
Orbital gap (spin up / spin down) = 7.1 / 7.1 eV



Entry 5:
Entry from the OMol25 dataset: a 10-piece molecular cluster, C9H38N6O10 overall (ωB97M-V with the def2-TZVPD basis set).

Geometry as XYZ:
```
63
Properties=species:S:1:pos:R:3:nbo_charge:R:1
N -0.363 1.708 -4.144 -0.82
C -0.402 2.266 -2.942 0.77
N -1.576 2.692 -2.506 -0.81
O 0.625 2.385 -2.280 -0.77
H -1.082 2.015 -4.823 0.39
H 0.636 1.758 -4.477 0.40
H -2.423 2.528 -2.987 0.39
H -1.668 2.904 -1.548 0.43
N 2.202 1.901 1.002 -0.85
C 1.221 2.764 1.252 0.79
N 1.424 3.881 0.478 -0.85
O 0.246 2.627 1.944 -0.73
H 2.839 2.038 0.234 0.42
H 2.133 0.944 1.345 0.42
H 1.870 3.699 -0.440 0.41
H 0.626 4.528 0.421 0.39
N -1.448 0.590 3.101 -0.86
C -0.782 -0.130 4.057 0.76
N 0.467 0.290 4.466 -0.86
O -1.327 -1.103 4.559 -0.67
H -1.867 -0.102 2.494 0.39
H -0.879 1.319 2.714 0.41
H 0.721 1.270 4.491 0.41
H 0.828 -0.321 5.255 0.41
C 4.583 -1.811 -1.303 -0.61
C 3.169 -2.079 -1.654 0.08
C 2.459 -0.843 -2.176 -0.63
O 3.049 -3.095 -2.685 -0.72
H 4.987 -2.624 -0.786 0.22
H 4.625 -0.872 -0.743 0.20
H 5.151 -1.624 -2.221 0.21
H 2.656 -2.313 -0.723 0.17
H 1.375 -1.142 -2.432 0.20
H 2.993 -0.496 -3.080 0.20
H 2.367 -0.023 -1.398 0.21
H 2.203 -2.940 -3.160 0.47
C -3.572 -2.815 2.294 -0.65
C -2.836 -2.505 1.041 0.11
C -1.712 -3.561 0.793 -0.64
O -3.780 -2.439 -0.081 -0.77
H -4.040 -3.808 2.255 0.21
H -4.332 -2.014 2.451 0.20
H -2.876 -2.683 3.146 0.25
H -2.443 -1.495 1.154 0.14
H -1.140 -3.840 1.676 0.23
H -1.034 -3.336 -0.059 0.22
H -2.153 -4.545 0.435 0.22
H -4.665 -2.130 0.205 0.48
O -3.157 2.562 -0.119 -0.99
H -3.414 1.673 -0.419 0.50
H -2.994 2.490 0.808 0.47
O 1.041 -1.208 1.627 -0.97
H 0.392 -0.794 1.040 0.49
H 0.582 -1.394 2.467 0.48
O -0.483 0.407 -0.218 -0.98
H -0.553 1.005 0.513 0.49
H 0.232 0.778 -0.757 0.50
O 3.447 2.808 -1.624 -0.98
H 4.205 2.222 -1.802 0.48
H 2.739 2.571 -2.288 0.51
O -3.219 0.159 -1.366 -0.99
H -3.608 -0.710 -1.223 0.50
H -2.267 0.013 -1.257 0.50
```

Output
HOMO level = -0.363 hartree
Molar mass = 390.4 g mol⁻¹
Energy = -39368.81010 eV
Orbital gap = 10.1 eV
SMILES = NC(N)=O.NC(N)=O.NC(N)=O.CC(C)O.CC(C)O.O.O.O.O.O



Entry 6:
Entry from the OMol25 dataset: a 2-piece molecular cluster, C4H3ClN2S overall (ωB97M-V with the def2-TZVPD basis set).

Geometry as XYZ:
```
11
Properties=species:S:1:pos:R:3:mulliken_spin:R:1
C -2.449 0.304 1.723 0.00
C 1.468 -0.313 0.439 0.44
C 1.711 -0.998 -0.722 0.60
C -0.302 -1.641 0.483 0.58
N -3.449 0.509 1.299 0.00
N 0.324 -0.700 1.121 -0.07
S 0.431 -2.055 -1.075 0.28
Cl -1.708 -2.421 1.036 0.10
H 2.156 0.238 0.936 0.04
H -1.549 -0.149 2.203 0.00
H 2.435 -0.789 -1.387 0.03
```

Output
ΔE to the lowest compared entry with this formula, charge and spin = 6.42 kcal per mole
HOMO level (spin up / spin down) = -0.216 / -0.395 hartree
2S+1 = 3
Molar mass = 146.6 g mol⁻¹
Energy = -30529.02649 eV
Orbital gap (spin up / spin down) = 6.4 / 7.6 eV
<S²> = 2.02